Record 1
Density functional theory data (ωB97M-V/def2-TZVPD) for a molecular structure, C34H83O17Sn at a distorted geometry.

The geometry in ORCA input format:
```
! wB97M-V def2-TZVPD RIJCOSX def2/J DEFGRID3
* xyz -1 1
Sn 10.813 11.926 13.691
O 9.654 10.593 16.076
H 9.775 11.309 16.694
C 11.635 8.954 9.390
C 11.372 10.013 10.251
C 10.179 11.081 9.849
O 9.952 12.062 10.582
C 9.504 10.714 8.682
C 9.774 9.611 7.855
C 10.943 8.692 8.218
O 11.196 7.808 7.429
O 9.180 9.354 6.814
O 12.025 10.266 11.362
H 12.438 8.287 9.691
H 8.658 11.336 8.393
C 11.813 8.607 18.905
C 10.905 9.779 19.390
C 11.408 11.148 19.116
O 9.587 9.623 18.755
H 12.753 8.572 19.451
H 12.072 8.796 17.861
H 11.240 7.675 18.975
H 10.752 9.633 20.461
H 11.533 11.230 18.042
H 12.404 11.284 19.546
H 10.709 11.822 19.606
H 9.703 9.669 17.776
C 12.927 13.760 9.749
C 13.305 14.460 11.059
C 13.707 15.932 10.903
O 12.192 14.335 11.995
H 12.656 12.712 9.862
H 13.766 13.942 9.084
H 12.049 14.300 9.382
H 14.188 14.036 11.544
H 13.787 16.362 11.899
H 12.953 16.386 10.254
H 14.657 15.972 10.367
H 11.401 14.659 11.520
C 7.928 7.474 12.438
C 8.473 8.808 11.960
C 7.439 9.602 11.145
O 8.897 9.639 13.087
H 7.007 7.713 12.969
H 8.645 7.050 13.137
H 7.753 6.801 11.610
H 9.366 8.607 11.361
H 6.471 9.508 11.649
H 7.383 9.189 10.141
H 7.826 10.617 11.096
H 8.520 9.158 13.844
C 14.604 7.756 12.241
C 15.326 9.077 12.088
C 15.728 9.388 10.624
O 14.495 10.142 12.592
H 13.710 7.943 11.646
H 14.443 7.616 13.314
H 15.105 6.857 11.893
H 16.190 9.113 12.760
H 14.835 9.344 9.985
H 16.543 8.839 10.153
H 16.075 10.410 10.782
H 13.638 10.120 12.041
C 6.138 7.445 16.575
C 7.523 7.943 16.726
C 8.471 6.888 17.344
O 8.056 8.375 15.455
H 5.596 8.132 15.932
H 5.647 7.317 17.537
H 6.151 6.493 16.031
H 7.409 8.789 17.405
H 7.966 6.290 18.113
H 9.349 7.354 17.783
H 8.853 6.265 16.534
H 8.666 9.147 15.657
C 9.236 14.730 19.268
C 8.117 14.082 18.423
C 6.741 14.619 18.761
O 8.449 14.411 17.001
H 9.047 14.541 20.324
H 9.210 15.803 19.075
H 10.200 14.308 18.995
H 8.154 12.989 18.462
H 6.759 15.708 18.666
H 6.504 14.350 19.793
H 6.004 14.239 18.058
H 7.918 13.821 16.405
C 8.745 17.533 10.287
C 10.115 16.996 10.659
C 10.748 17.647 11.856
O 9.976 15.580 11.042
H 8.843 18.591 10.024
H 8.103 17.398 11.160
H 8.310 17.001 9.444
H 10.803 17.009 9.809
H 10.087 17.616 12.723
H 11.003 18.685 11.623
H 11.681 17.116 11.975
H 9.595 14.936 10.418
C 14.183 13.182 16.494
C 14.562 11.976 15.677
C 14.289 10.650 16.395
O 13.771 11.982 14.455
H 14.834 13.266 17.356
H 13.107 13.106 16.678
H 14.302 14.075 15.889
H 15.640 11.963 15.483
H 14.754 10.618 17.387
H 14.585 9.754 15.852
H 13.217 10.520 16.581
H 14.110 11.259 13.841
C 11.450 7.697 14.827
O 11.522 9.149 14.862
H 12.084 7.269 15.614
H 10.431 7.351 15.002
H 11.742 7.346 13.841
H 10.910 9.539 15.550
C 7.722 14.287 12.688
O 8.991 14.447 13.395
H 7.693 13.368 12.089
H 6.942 14.248 13.442
H 7.579 15.156 12.042
H 9.623 14.913 12.815
C 11.517 15.756 15.801
O 10.903 14.420 15.767
H 10.975 16.492 15.198
H 11.632 16.189 16.798
H 12.500 15.592 15.373
H 10.022 14.333 16.200
C 6.314 11.392 15.071
O 7.421 12.151 15.627
H 5.938 10.679 15.797
H 5.553 12.127 14.810
H 6.568 10.810 14.186
H 8.206 11.524 15.625
*
```

The calculation puts the energy at -77242.3010 eV. As for the maximum force: 3.11 eV/A.

***

Record 2
Density functional theory data (ωB97M-V/def2-TZVPD) for 11 unconnected molecules or ions with the total composition C34H84N6O6 at a distorted geometry.

The geometry in ORCA input format:
```
! wB97M-V def2-TZVPD RIJCOSX def2/J DEFGRID3
* xyz 6 1
C 3.998 4.407 2.111
C 3.311 5.685 2.233
C 2.723 6.713 1.019
C 1.609 6.008 0.282
C 1.530 6.176 -1.022
C -3.818 -2.069 -3.296
N -4.176 -2.728 -2.287
O -4.017 -3.937 -2.159
C -2.633 -2.854 -4.173
C -4.803 -1.026 -3.642
C 3.132 6.203 3.656
H 4.517 4.216 3.054
H 4.714 4.464 1.240
H 3.290 3.566 1.783
H 3.577 6.842 0.236
H 2.508 7.682 1.436
H 1.137 5.223 0.851
H -3.478 7.768 -6.422
H 0.874 5.569 -1.647
H 2.185 6.879 -1.572
H -2.954 -3.879 -4.523
H -1.876 -3.079 -3.419
H -2.592 -2.215 -5.074
H -5.835 -1.467 -3.656
H -4.506 -0.324 -4.421
H -4.895 -0.413 -2.744
H 2.244 6.960 3.888
H 3.988 6.754 4.066
H 3.062 5.439 4.398
C -3.489 -1.770 -10.631
C 3.327 -7.397 -11.815
C 3.103 -6.386 -12.600
C 4.012 -11.074 -9.397
C 3.326 -10.001 -8.903
C 3.938 -9.074 -7.889
N 3.508 -7.086 -10.382
O 3.350 -6.029 -9.844
C 5.366 -9.305 -7.375
C 3.168 -8.243 -6.996
C 3.578 -8.893 -12.238
H -3.760 -2.740 -11.116
H -4.290 -1.132 -10.122
H -2.399 -1.382 -10.691
H 3.429 -5.347 -12.631
H 2.833 -6.491 -13.674
H 5.003 -11.316 -9.004
H 3.127 -11.687 -9.929
H -1.296 -11.333 8.221
H 2.427 -9.634 -9.418
H 5.813 -8.296 -7.549
H 6.030 -9.945 -7.976
H 5.462 -9.465 -6.316
H 2.903 -7.315 -7.552
H 3.571 -8.006 -6.038
H 2.162 -8.675 -6.935
H 2.622 -9.542 -11.942
H 4.572 -9.146 -11.978
H 3.634 -9.100 -13.326
C -5.891 10.070 9.566
C -6.107 11.519 10.082
C -7.602 11.868 10.471
O -8.058 11.316 11.653
C -9.504 11.192 11.647
N -5.375 11.902 11.292
H -5.074 12.854 11.387
H -6.069 11.689 12.053
H -4.544 11.359 11.412
H -6.241 9.288 10.284
H -4.832 9.882 9.267
H -6.471 10.066 8.632
H -5.872 12.113 9.215
H -8.261 11.592 9.677
H -7.714 13.041 10.466
H -9.841 10.891 10.677
H -9.916 12.154 11.841
H -9.775 10.472 12.416
C -1.584 11.468 -11.046
C -2.372 10.983 -9.851
C -2.405 12.055 -8.757
O -3.437 11.744 -7.810
C -2.991 11.217 -6.505
N -3.838 10.612 -10.120
H -4.319 11.470 -10.416
H -3.982 9.819 -10.684
H -4.184 10.333 -9.168
H -0.611 11.669 -10.591
H -1.999 12.350 -11.560
H -1.415 10.684 -11.837
H -1.928 10.117 -9.437
H -2.600 13.060 -9.124
H -1.471 11.941 -8.255
H -2.912 12.051 -5.841
H -2.007 10.774 -6.670
H -3.742 10.503 -6.126
C 6.738 -4.252 11.943
C 5.576 -4.492 10.959
C 4.286 -5.130 11.516
O 4.664 -6.418 11.781
C 3.954 -7.181 12.801
N 5.179 -3.091 10.411
H 4.374 -2.996 9.795
H 4.935 -2.454 11.150
H 6.034 -2.586 9.976
H 7.688 -3.969 11.427
H 6.956 -5.234 12.417
H 6.434 -3.553 12.721
H 5.903 -5.071 10.118
H 3.475 -5.084 10.720
H 3.940 -4.628 12.484
H 4.590 -7.237 13.669
H 3.793 -8.171 12.363
H 3.022 -6.668 12.940
C 2.195 -10.771 2.902
C 1.180 -9.643 3.209
C 0.491 -9.172 1.922
O -0.546 -8.443 2.283
C -1.812 -8.793 1.652
N 0.159 -10.062 4.115
H -0.520 -9.308 4.131
H -0.399 -10.831 3.758
H 0.464 -10.248 5.024
H 2.778 -11.104 3.798
H 3.013 -10.438 2.250
H 1.623 -11.619 2.544
H 1.691 -8.813 3.703
H 0.197 -10.063 1.274
H 1.258 -8.650 1.325
H -2.044 -9.882 1.853
H -1.617 -8.667 0.556
H -2.552 -8.150 2.123
*
```

The calculation puts the energy at -57760.0637 eV. As for the maximum force: 4.69 eV/A.

***

Record 3
Density functional theory data (ωB97M-V/def2-TZVPD) for a molecular structure, C34H85BrClN12O8P5 at a distorted geometry.

The geometry in ORCA input format:
```
! wB97M-V def2-TZVPD RIJCOSX def2/J DEFGRID3
* xyz 0 1
C 8.803 4.996 0.389
C 8.676 6.392 -0.306
C 7.193 6.790 -0.615
C 6.891 6.584 -2.123
C 6.806 5.049 -2.484
C 5.382 4.611 -2.934
C 5.149 3.095 -2.563
C 3.681 2.835 -2.096
C 3.499 2.754 -0.568
Br 4.777 3.917 0.406
C 3.736 1.305 0.126
Cl 5.317 1.429 1.017
P 4.113 -0.178 -0.964
N 5.558 0.012 -1.589
C 2.742 1.219 1.312
O 2.697 0.419 2.158
N 1.901 2.379 1.179
C 1.969 2.967 -0.171
C 1.703 4.486 -0.403
C 1.151 5.274 0.803
O 1.420 5.086 1.933
N 0.244 6.385 0.490
C -1.088 5.887 0.157
C 0.802 7.166 -0.638
P 0.693 2.004 -1.121
O 0.583 2.391 -2.518
O -0.740 2.253 -0.295
O 0.971 0.407 -1.059
H 9.171 4.234 -0.316
H 9.514 5.033 1.230
H 7.838 4.662 0.804
H 9.287 6.385 -1.220
H 9.062 7.137 0.409
H 6.984 7.837 -0.348
H 6.540 6.164 0.017
H 7.765 6.965 -2.676
H 5.970 7.086 -2.457
H 7.532 4.805 -3.272
H 7.017 4.497 -1.557
H 5.273 4.689 -4.027
H 4.600 5.212 -2.438
H 5.264 2.541 -3.512
H 5.909 2.703 -1.879
H 3.344 1.902 -2.580
H 3.069 3.632 -2.549
H 3.167 -0.312 -2.004
H 4.164 -1.326 -0.137
H 5.468 0.015 -2.605
H 1.006 1.990 1.478
H 0.940 4.561 -1.201
H 2.571 5.036 -0.790
H -1.704 6.772 -0.082
H -1.585 5.414 1.018
H -1.131 5.235 -0.742
H 0.474 8.212 -0.615
H 0.530 6.658 -1.588
H 1.904 7.166 -0.619
H -0.589 2.907 0.410
H 0.482 -0.034 -0.343
O 9.074 -2.186 1.148
P 8.075 -2.740 2.154
N 8.180 -1.467 3.308
C 9.092 -1.322 4.424
C 7.622 -0.187 2.887
N 8.933 -4.213 2.483
C 9.908 -4.366 3.548
C 9.462 -4.849 1.273
N 6.678 -3.420 3.049
C 5.397 -3.176 2.379
C 6.501 -3.419 4.474
H 8.571 -0.816 5.246
H 9.983 -0.738 4.165
H 9.415 -2.273 4.839
H 6.589 -0.090 3.242
H 7.611 -0.096 1.798
H 8.193 0.662 3.269
H 10.676 -3.582 3.534
H 10.414 -5.330 3.474
H 9.429 -4.390 4.530
H 10.418 -4.406 0.965
H 8.765 -4.748 0.441
H 9.614 -5.917 1.440
H 5.029 -2.155 2.554
H 4.634 -3.884 2.716
H 5.504 -3.312 1.297
H 6.134 -2.453 4.855
H 7.410 -3.666 5.020
H 5.769 -4.183 4.747
O -4.110 -1.739 -3.474
P -4.917 -1.249 -2.279
N -3.559 -0.907 -1.268
C -2.853 -1.788 -0.363
C -2.736 0.228 -1.670
N -5.809 -2.693 -2.000
C -5.371 -3.757 -1.115
C -6.338 -3.317 -3.219
N -5.956 -0.499 -1.017
C -6.417 0.839 -1.399
C -5.796 -0.557 0.417
H -2.506 -1.207 0.502
H -1.984 -2.265 -0.834
H -3.483 -2.566 0.057
H -3.050 1.132 -1.136
H -2.830 0.424 -2.741
H -1.679 0.077 -1.470
H -4.347 -4.090 -1.327
H -6.029 -4.624 -1.198
H -5.447 -3.464 -0.063
H -5.586 -3.944 -3.715
H -6.667 -2.562 -3.935
H -7.205 -3.938 -2.983
H -5.643 1.602 -1.231
H -7.314 1.123 -0.842
H -6.681 0.860 -2.462
H -5.043 0.157 0.786
H -5.522 -1.543 0.789
H -6.745 -0.315 0.902
O -10.076 -4.301 -2.248
P -10.886 -3.763 -1.074
N -9.567 -3.411 -0.028
C -8.912 -4.273 0.934
C -8.711 -2.303 -0.439
N -11.793 -5.214 -0.786
C -11.381 -6.260 0.133
C -12.276 -5.841 -2.020
N -11.993 -2.916 0.057
C -12.411 -1.599 -0.430
C -11.897 -2.908 1.490
H -8.587 -3.668 1.790
H -8.035 -4.780 0.514
H -9.573 -5.025 1.355
H -9.030 -1.375 0.056
H -8.758 -2.138 -1.518
H -7.664 -2.473 -0.198
H -10.350 -6.594 -0.041
H -12.033 -7.131 0.044
H -11.493 -5.947 1.174
H -11.504 -6.463 -2.490
H -12.586 -5.089 -2.746
H -13.145 -6.468 -1.813
H -11.637 -0.836 -0.264
H -13.333 -1.272 0.060
H -12.617 -1.639 -1.504
H -11.147 -2.191 1.862
H -11.658 -3.884 1.911
H -12.864 -2.626 1.914
*
```

As for the relative energy (zero: lowest compared OMol25 entry of this formula, charge and spin): 896.47 kJ/mol. The calculation puts the energy at -199896.3581 eV. As for the maximum force: 7.05 eV/A.

***

> Which of these has the lowest maximum force?

C34H83O17Sn

***

> Which of these has the lowest maximum force?

C34H83O17Sn